(1)
DFT (ωB97M-V/def2-TZVPD) results for an isolated molecule of C5H10O.

**ΔE to the lowest compared entry with this formula, charge and spin**: 0.69 kJ/mol
**Multiplicity**: 1
**SMILES**: CC(=O)C(C)C
**LUMO**: 0.99 eV
**HOMO-LUMO gap**: 10.519 eV

```
16
Properties=species:S:1:pos:R:3:forces:R:3
C 2.05997 -0.29153 -0.70123 0.10 0.01 -0.03
C 0.96324 0.35182 0.11384 0.05 0.13 0.11
O 1.17079 1.34043 0.78306 -0.07 -0.24 -0.15
C -0.42984 -0.27159 0.05124 -0.02 -0.06 0.00
C -1.29770 0.62437 -0.84348 -0.02 0.06 -0.04
C -1.02519 -0.39336 1.45433 -0.01 0.01 0.07
H 2.30877 -1.26681 -0.26600 -0.07 0.10 -0.05
H 1.73582 -0.47199 -1.73147 -0.03 0.01 0.12
H 2.94820 0.34240 -0.69584 -0.11 -0.09 0.01
H -0.35519 -1.26745 -0.40581 0.03 0.15 0.05
H -0.88854 0.70637 -1.85767 -0.07 -0.01 0.15
H -1.34788 1.63069 -0.41334 -0.01 -0.15 -0.07
H -2.31512 0.22550 -0.91736 0.16 0.04 0.01
H -1.03491 0.58696 1.93987 -0.01 -0.13 -0.07
H -0.44006 -1.07465 2.08240 -0.08 0.10 -0.10
H -2.05236 -0.77117 1.40745 0.15 0.05 -0.02
```
Forces are in eV/Å.

Population analysis type Löwdin, resulting atomic charges in e: -0.011 -0.443 0.083 -0.379 -0.064 -0.070 0.090 0.085 0.083 0.132 0.081 0.088 0.080 0.082 0.082 0.079

=====

(2)
DFT (ωB97M-V/def2-TZVPD) results for a structure of composition C22H56N7O10PSi2 at a distorted geometry.

**Multiplicity**: 1
**LUMO**: 0.30 eV
**HOMO-LUMO gap**: 7.777 eV

```
98
Properties=species:S:1:pos:R:3:forces:R:3
C 1.21485 1.72681 -7.14492 0.02 -0.31 -0.29
C 1.84714 1.85701 -5.80275 -2.08 -1.78 -0.24
O 2.66919 2.66222 -5.58137 2.07 2.45 0.72
N 1.34930 0.97242 -4.80472 0.80 -0.16 0.14
C 1.56902 1.55861 -3.46928 -0.16 0.00 0.14
Si 2.16201 -0.60894 -4.94705 -0.86 0.44 0.11
C 0.95916 -1.76554 -5.78858 0.45 0.26 0.11
O 3.57523 -0.36459 -5.79400 -0.66 -0.94 -0.33
Si 3.89907 -1.32492 -7.14393 -0.27 1.09 0.84
P 5.87918 -0.91779 -8.11708 1.30 -2.22 -0.32
O 5.64103 -0.31051 -9.63651 -0.30 0.92 0.73
O 6.72271 0.19925 -7.27035 -0.78 0.39 -0.35
H 1.73790 0.96087 -7.70737 0.05 -0.26 -0.22
H 1.33910 2.65629 -7.66727 0.10 0.40 -0.28
H 0.17008 1.47386 -7.08137 -0.35 -0.19 0.04
H 2.60374 1.57546 -3.15434 0.35 -0.14 0.13
H 1.24450 2.58531 -3.45305 -0.16 0.47 -0.22
H 0.95921 1.04556 -2.74373 0.05 -0.45 0.25
H 2.39658 -1.04709 -3.55962 0.24 -0.02 0.00
H 0.65397 -1.31618 -6.72151 -0.08 0.01 -0.49
H 0.06245 -1.84911 -5.19267 -0.24 0.08 0.42
H 1.32404 -2.76897 -5.95754 0.19 -0.26 -0.18
H 2.76960 -1.25078 -8.09761 -0.04 -0.08 -0.20
H 3.99997 -2.71823 -6.65747 0.08 -0.07 -0.10
H 5.16478 -1.00000 -10.11489 0.16 0.03 -0.19
H 6.97320 -0.26124 -6.45277 0.28 0.12 0.03
C -1.30544 1.28308 -1.40924 -0.10 0.07 -0.25
O -0.73685 0.41930 -0.76024 0.12 0.26 -0.13
N -2.15244 2.19301 -0.91312 -0.05 0.00 -0.05
C -2.78376 3.18973 -1.75260 0.01 -0.06 0.21
C -2.44597 2.17912 0.51758 0.06 -0.35 -0.36
H -1.15724 1.38100 -2.49934 -0.07 0.02 0.02
H -2.50937 4.18997 -1.41158 -0.06 0.03 -0.06
H -3.86956 3.08363 -1.70318 0.00 0.08 -0.06
H -2.46457 3.06928 -2.78631 0.02 -0.03 0.00
H -1.52794 2.31435 1.07442 0.03 0.06 0.09
H -2.87622 1.21643 0.79151 -0.02 0.01 0.12
H -3.13897 2.97420 0.76794 0.04 0.07 -0.01
C -4.94214 0.87380 3.73541 -0.06 0.04 0.46
O -3.75438 0.92192 3.45345 0.02 -0.15 -0.18
N -5.90482 0.33742 2.97187 -0.08 -0.01 -0.11
C -7.28210 0.28285 3.41660 0.13 0.00 -0.19
C -5.56478 -0.20522 1.66113 0.19 0.16 0.20
H -5.32330 1.26802 4.69242 0.06 0.00 -0.01
H -7.61783 -0.75547 3.45837 -0.08 0.03 0.03
H -7.91951 0.83450 2.72209 -0.09 -0.03 0.05
H -7.37582 0.72343 4.40689 0.04 0.01 0.01
H -4.80687 -0.97988 1.74972 -0.10 0.01 -0.06
H -5.15141 0.58806 1.03782 -0.04 0.00 -0.10
H -6.45805 -0.60835 1.19038 -0.03 0.00 0.04
C -1.34662 2.86736 3.73863 -0.22 -0.27 -0.06
O -1.95736 3.62217 3.00988 0.15 0.37 0.17
N -0.10293 3.08596 4.21351 0.08 -0.08 0.03
C 0.53550 2.10647 5.06174 0.15 0.37 0.01
C 0.58926 4.31695 3.87402 -0.22 -0.08 -0.06
H -1.76552 1.89911 4.05626 -0.10 0.07 -0.02
H 0.75034 2.55339 6.03620 0.09 -0.16 0.06
H 1.46878 1.75756 4.61268 0.00 -0.06 0.08
H -0.13126 1.25911 5.20207 0.00 -0.01 -0.03
H 0.01141 5.17477 4.21981 0.05 0.05 -0.03
H 0.70010 4.39435 2.79191 0.04 0.07 0.01
H 1.57102 4.32835 4.34085 0.00 -0.05 0.03
C -3.10447 0.65504 6.90950 0.12 -0.09 -0.22
O -4.16814 1.20618 7.10883 -0.08 0.03 0.11
N -2.24600 0.27224 7.88045 0.08 -0.03 -0.09
C -0.99046 -0.38695 7.58064 -0.22 0.13 0.25
C -2.59971 0.53143 9.26593 -0.12 0.06 -0.17
H -2.74878 0.41571 5.89058 -0.04 0.02 0.03
H -0.96740 -1.37397 8.04779 0.12 -0.01 -0.04
H -0.16021 0.21227 7.96197 0.10 -0.11 -0.05
H -0.87950 -0.50458 6.50485 -0.04 -0.01 -0.02
H -3.53740 0.03112 9.50934 0.00 0.03 0.07
H -2.73487 1.60230 9.42028 -0.03 -0.01 0.08
H -1.81252 0.16639 9.92061 0.04 -0.02 -0.03
C 6.47769 -2.16597 -3.38167 0.00 0.25 0.00
O 7.13605 -2.12253 -4.40564 -0.04 0.05 -0.19
N 5.87839 -3.26917 -2.90806 -0.11 -0.08 0.16
C 5.10304 -3.25985 -1.68251 0.07 -0.18 -0.19
C 6.01391 -4.50956 -3.65467 0.08 0.16 -0.08
H 6.31535 -1.27725 -2.74845 0.00 -0.02 -0.01
H 5.53717 -3.95655 -0.96255 -0.07 0.03 0.07
H 4.07392 -3.55848 -1.89131 -0.03 0.02 0.09
H 5.09813 -2.26253 -1.24896 0.02 0.03 -0.03
H 7.06697 -4.77850 -3.73902 -0.02 -0.06 -0.05
H 5.61293 -4.38240 -4.66088 0.03 -0.07 -0.02
H 5.47498 -5.30442 -3.14605 -0.03 0.03 0.05
C -2.58145 -3.04602 1.63630 0.19 -0.03 0.08
O -3.36794 -2.30974 1.07318 -0.18 -0.11 -0.15
N -1.30523 -2.71770 1.89022 0.16 -0.16 0.21
C -0.39209 -3.61887 2.56126 -0.08 0.27 -0.12
C -0.83721 -1.40013 1.47143 -0.23 -0.20 -0.11
H -2.85784 -4.05476 1.99195 0.02 0.02 -0.02
H -0.02830 -3.16179 3.48455 0.07 -0.09 0.02
H 0.45995 -3.83657 1.91368 0.05 -0.06 0.07
H -0.89546 -4.55193 2.80575 -0.04 -0.01 -0.01
H -1.43480 -0.62511 1.95497 0.02 0.04 -0.05
H -0.94774 -1.28658 0.39309 0.05 0.01 0.27
H 0.20867 -1.28031 1.74480 0.02 -0.06 0.01
```
Forces are in eV/Å.

Population analysis type Löwdin, resulting atomic charges in e: 0.006 -0.607 0.124 -0.130 -0.132 0.435 -0.196 -0.410 0.406 0.628 -0.342 -0.318 0.062 0.085 0.082 0.079 0.086 0.043 0.023 0.017 0.032 0.022 -0.044 -0.043 0.034 0.034 -0.346 -0.011 -0.175 -0.053 -0.027 0.124 0.091 0.089 0.082 0.078 0.077 0.090 -0.328 -0.009 -0.185 -0.058 -0.026 0.127 0.089 0.088 0.084 0.055 0.083 0.089 -0.349 0.011 -0.192 -0.059 -0.039 0.107 0.091 0.091 0.059 0.092 0.091 0.083 -0.348 0.017 -0.196 -0.064 -0.042 0.119 0.089 0.088 0.070 0.092 0.092 0.084 -0.354 -0.001 -0.196 -0.058 -0.036 0.136 0.088 0.088 0.083 0.094 0.085 0.086 -0.343 0.000 -0.189 -0.064 -0.034 0.133 0.084 0.087 0.079 0.086 0.065 0.088

=====

(3)
DFT (ωB97M-V/def2-TZVPD) results for a structure of composition C4H3NO at a distorted geometry.

**ΔE to the lowest compared entry with this formula, charge and spin**: 515.08 kJ/mol
**Multiplicity**: 1
**LUMO**: -1.92 eV
**HOMO-LUMO gap**: 8.558 eV

```
9
Properties=species:S:1:pos:R:3:forces:R:3
C -4.63168 0.18096 -0.06712 -1.76 0.14 -0.09
C -3.36647 -0.04768 -0.01352 4.95 -0.23 1.00
C -1.43322 -0.02058 0.11637 -1.57 -0.25 0.32
C 0.05570 0.11826 0.00452 -0.70 -0.97 0.62
N -2.30648 -0.01454 1.06443 -0.68 0.28 1.15
O -2.29207 -0.13808 -0.94546 -0.24 0.11 -2.29
H 0.50155 -0.39234 0.98667 -0.64 1.08 -2.54
H 0.21482 1.22056 0.02194 0.40 -0.83 -0.11
H 0.29462 -0.34134 -1.02746 0.25 0.68 1.93
```
Forces are in eV/Å.

Population analysis type Löwdin, resulting atomic charges in e: 0.284 -0.410 -0.428 0.008 0.165 0.032 0.139 0.093 0.116

=====

(4)
DFT (ωB97M-V/def2-TZVPD) results for a structure of composition C48H30AsBrF9NPSW.

**ΔE to the lowest compared entry with this formula, charge and spin**: 6.45 kJ/mol
**Multiplicity**: 3
**Charge**: +1
**LUMO (alpha / beta)**: -3.01 / -3.86 eV
**HOMO-LUMO gap (alpha / beta)**: 6.962 / 6.728 eV

```
93
Properties=species:S:1:pos:R:3:forces:R:3
W -0.37752 0.14309 -0.07951 0.30 0.12 0.05
S 1.73224 0.23008 1.18482 -0.23 0.21 -0.15
C 1.47059 0.97394 2.76317 0.20 -0.19 0.17
C 2.28505 0.60973 3.83378 -0.01 0.03 0.05
C 2.16644 1.28207 5.04152 -0.01 0.00 -0.02
C 1.24512 2.31365 5.19801 0.01 -0.02 -0.03
C 0.42974 2.67304 4.13502 0.06 -0.04 0.12
C 0.55603 2.00181 2.92731 -0.11 -0.05 -0.01
As -0.51588 2.34612 1.38742 -0.17 0.25 0.23
C -2.14574 2.95249 2.23248 0.00 0.08 -0.02
C -2.92310 2.01972 2.91587 -0.02 0.09 0.11
C -4.04248 2.43102 3.62211 0.01 0.00 -0.02
C -4.38874 3.77672 3.65440 0.01 0.00 -0.01
C -3.60029 4.70970 2.99875 0.02 -0.01 -0.01
C -2.47339 4.30185 2.29206 -0.20 0.00 -0.04
C 0.23495 3.94140 0.61429 0.10 0.04 -0.03
C -0.45691 4.66335 -0.35629 0.08 0.10 -0.02
C 0.13025 5.77402 -0.94576 0.03 -0.02 0.02
C 1.41052 6.16506 -0.56755 -0.02 -0.03 0.00
C 2.09611 5.44994 0.40378 -0.03 -0.01 0.00
C 1.51284 4.33333 0.99259 0.06 0.13 -0.04
H 3.00360 -0.19192 3.71673 -0.02 0.02 0.01
H 2.79608 0.99226 5.87326 -0.01 0.01 -0.01
H 1.15749 2.82826 6.14577 0.01 -0.02 -0.02
H -0.30209 3.46311 4.25225 -0.01 0.00 -0.02
H -2.63620 0.97798 2.94296 0.03 -0.10 -0.05
H -4.63789 1.70108 4.15604 0.01 0.01 -0.01
H -5.26350 4.09866 4.20469 0.02 -0.01 -0.01
H -3.85328 5.76140 3.04151 0.00 -0.02 0.00
H -1.86267 5.04410 1.79688 0.03 0.00 0.00
H -1.46443 4.38667 -0.64034 -0.03 -0.04 -0.01
H -0.41319 6.33977 -1.69214 0.01 -0.01 0.02
H 1.86740 7.03411 -1.02371 -0.02 -0.02 0.01
H 3.08558 5.76444 0.71242 -0.02 -0.01 -0.01
H 2.05328 3.77637 1.74783 0.02 -0.01 0.00
F 0.69276 -4.19914 3.15375 -0.01 0.03 -0.01
C -0.23242 -3.35185 2.67983 0.15 -0.11 0.04
C 0.16558 -2.35494 1.81582 -0.09 -0.05 0.01
C -0.77454 -1.46204 1.30527 0.21 0.18 -0.20
C -2.12636 -1.64626 1.65569 -0.14 -0.01 0.01
C -2.45558 -2.64491 2.56995 -0.17 -0.09 0.05
F -3.73071 -2.78727 2.98580 0.05 -0.01 -0.01
C -1.53560 -3.51374 3.10174 -0.04 0.01 0.01
C -3.10728 -0.77160 1.01985 0.06 0.02 -0.01
C -4.49311 -0.91761 1.06982 -0.04 -0.02 0.07
C -5.30533 0.00101 0.44353 -0.14 -0.05 0.03
C -4.73966 1.08944 -0.20325 0.03 0.06 -0.04
C -3.37214 1.16753 -0.23435 -0.04 -0.08 0.22
N -2.56287 0.24754 0.32006 0.15 0.11 -0.14
H 1.21247 -2.29537 1.56157 -0.01 0.02 0.01
H -1.82551 -4.27857 3.80738 0.01 0.01 -0.01
H -4.92082 -1.75288 1.59511 -0.02 0.00 0.00
H -6.38049 -0.11921 0.47537 0.02 -0.01 0.01
H -5.33638 1.86164 -0.66662 0.00 -0.02 0.00
H -2.90199 2.02982 -0.67725 0.00 0.09 -0.01
F 1.11097 3.48514 -6.55745 -0.02 -0.01 0.05
C 1.20880 2.67540 -5.51810 0.03 0.06 -0.12
C 2.31153 1.85612 -5.37756 0.12 0.00 -0.12
F 3.27455 1.88617 -6.28470 -0.04 0.00 0.03
C 2.41011 1.01232 -4.28513 0.14 -0.04 -0.10
F 3.50977 0.26957 -4.20609 -0.09 -0.01 0.08
C 1.42298 0.94843 -3.31069 -0.07 -0.12 -0.08
P 1.69643 -0.02314 -1.78988 -0.02 -0.01 0.24
C 3.28311 0.75525 -1.32354 -0.09 0.15 -0.05
C 4.49096 0.08317 -1.24382 0.13 -0.03 0.01
C 5.65210 0.78328 -0.92370 -0.05 -0.03 -0.01
C 5.60885 2.14895 -0.69944 -0.07 0.01 -0.02
C 4.39639 2.82854 -0.79634 0.07 -0.06 0.01
C 3.24227 2.13306 -1.10127 -0.01 0.04 0.01
C 2.09032 -1.70929 -2.29055 0.19 0.01 0.04
C 2.59893 -2.54846 -1.30040 -0.05 -0.07 0.09
C 2.90872 -3.86547 -1.59520 -0.03 0.02 -0.05
C 2.70424 -4.34949 -2.88095 0.00 0.03 -0.02
C 2.18581 -3.51788 -3.86437 0.00 -0.01 0.04
C 1.87700 -2.19783 -3.57065 -0.03 -0.06 -0.09
C 0.32931 1.78070 -3.48750 -0.17 0.06 -0.02
Br -1.11571 1.81651 -2.27472 0.18 -0.14 0.15
C 0.21020 2.63781 -4.56181 0.01 0.06 -0.14
F -0.84472 3.43396 -4.71244 -0.02 -0.06 0.10
H 4.54973 -0.97834 -1.44351 -0.01 0.03 0.01
H 6.59352 0.25256 -0.86283 -0.02 0.01 0.00
H 6.51561 2.68867 -0.45713 -0.02 -0.02 -0.01
H 4.35339 3.89763 -0.63096 0.00 -0.03 -0.01
H 2.29966 2.67055 -1.15598 -0.01 -0.01 0.01
H 2.73523 -2.18227 -0.28762 0.02 0.03 -0.03
H 3.29663 -4.51480 -0.82133 0.00 0.01 -0.01
H 2.94454 -5.37862 -3.11420 -0.02 0.01 0.00
H 2.01257 -3.89915 -4.86201 0.01 0.01 0.01
H 1.44464 -1.56732 -4.33780 0.03 -0.01 0.01
F -2.36661 -1.76604 -1.45002 0.11 0.11 0.00
C -1.03742 -1.44921 -1.49879 -0.28 -0.54 -0.37
F -0.40565 -2.63701 -1.33232 -0.05 0.07 -0.01
F -0.84296 -1.13559 -2.83671 0.06 -0.02 0.06
```
Forces are in eV/Å.

Population analysis type Löwdin, resulting atomic charges in e: 0.940 0.673 -0.614 -0.091 -0.060 -0.064 -0.077 -0.415 1.256 -0.369 -0.111 -0.060 -0.066 -0.064 -0.092 -0.384 -0.157 -0.066 -0.063 -0.076 -0.098 0.110 0.112 0.110 0.112 0.100 0.113 0.111 0.111 0.095 0.085 0.112 0.111 0.111 0.109 0.087 -0.253 -0.064 -0.231 -0.130 -0.199 0.074 0.089 -0.221 0.031 -0.012 -0.024 -0.196 -0.086 0.064 0.142 0.118 0.124 0.121 0.020 0.166 -0.122 -0.119 0.161 -0.205 0.135 -0.291 1.012 -0.423 -0.072 -0.054 -0.059 -0.060 -0.122 -0.374 -0.116 -0.054 -0.055 -0.049 -0.080 -0.501 1.046 -0.250 0.099 0.105 0.112 0.111 0.098 0.097 0.089 0.114 0.112 0.113 0.111 0.051 -0.642 0.056 -0.035